Below is C6H5N as an isolated structure, with properties calculated with ωB97M-V/def2-TZVPD.

The geometry in XYZ format:
```
12
Properties=species:S:1:pos:R:3
N 1.60 -1.31 1.02
C -0.58 0.10 0.82
C 0.36 -0.65 -0.98
C 0.62 -0.75 0.31
C -0.84 0.16 -0.76
C -0.51 1.36 -0.04
C 2.46 -1.84 1.67
H -1.30 2.12 0.04
H -1.26 -0.36 1.42
H 0.45 1.75 -0.19
H 0.81 -0.87 -1.92
H -1.81 0.30 -1.38
```

Summary:
Orbital gap (eV): 9.36
Total energy (hartree): -286.2109
Lowest unoccupied orbital energy (eV): 0.6
Energy above the lowest of the compared OMol25 structures with the same formula, charge and spin (eV): 3.598